# 1
This record from the Open Molecules 2025 dataset describes a structure of composition C11H27F3N2O17P2S4 at a distorted geometry. The level of theory is ωB97M-V with the def2-TZVPD basis set.

Element x y z (Å)
N -3.57 -4.29 2.02
C -3.98 -3.58 1.21
O -4.29 -2.66 0.33
O -4.89 -1.58 1.10
P -4.87 -0.22 0.19
O -5.64 -0.38 -1.03
O -5.43 0.90 1.17
P -7.10 0.56 1.58
N -7.16 1.03 3.23
O -7.90 1.79 0.87
O -3.33 0.18 -0.23
S -2.15 0.11 0.89
O -2.15 -1.09 1.66
O -0.91 0.28 0.17
C -2.28 1.55 2.07
F -2.94 1.19 3.14
F -1.02 1.80 2.42
F -2.77 2.63 1.50
H -8.07 1.45 3.42
H -7.16 0.16 3.76
H -8.80 1.81 1.21
O 3.72 -2.51 3.78
S 3.94 -2.81 2.39
O 5.05 -2.24 1.70
O 2.61 -2.53 1.58
C 2.00 -1.23 1.71
C 2.74 -0.17 0.92
C 3.97 -4.56 2.17
H 1.92 -0.95 2.76
H 0.99 -1.32 1.31
H 3.73 0.02 1.33
H 2.19 0.77 0.93
H 2.87 -0.48 -0.12
H 3.11 -4.99 2.67
H 4.89 -4.93 2.61
H 3.95 -4.77 1.10
O -3.28 -1.97 -5.40
S -2.02 -2.64 -5.27
O -1.97 -4.01 -4.87
O -1.08 -1.78 -4.33
C -1.58 -1.41 -3.02
C -1.54 -2.57 -2.05
C -1.09 -2.44 -6.75
H -2.58 -1.00 -3.11
H -0.93 -0.62 -2.67
H -2.25 -3.36 -2.33
H -1.81 -2.23 -1.05
H -0.55 -3.02 -2.02
H -1.11 -1.39 -7.04
H -1.56 -3.05 -7.52
H -0.07 -2.78 -6.58
O 5.44 3.22 -1.19
S 5.29 3.32 0.23
O 4.23 2.64 0.90
O 5.27 4.86 0.63
C 4.30 5.71 -0.02
C 2.90 5.51 0.51
C 6.82 2.91 1.00
H 4.35 5.56 -1.10
H 4.63 6.73 0.17
H 2.51 4.52 0.26
H 2.22 6.26 0.08
H 2.88 5.61 1.60
H 7.62 3.46 0.51
H 6.96 1.84 0.89
H 6.76 3.17 2.06

Output
Highest occupied orbital energy = -10.1 eV
Charge = 0
Electronic energy = -4398.92374 a.u.

---

# 2
This record from the Open Molecules 2025 dataset describes a cluster of 5 separate species, C11H27F3O12S in total at a distorted geometry. The level of theory is ωB97M-V with the def2-TZVPD basis set.

Element x y z (Å)
O -1.85 1.52 2.28
C -2.04 1.37 1.14
O -3.11 0.62 0.63
C -2.71 -0.61 0.06
S -1.19 -0.51 -0.97
O 0.04 -0.52 -0.22
O -1.20 0.61 -1.88
C -1.19 -2.09 -1.98
F -0.75 -3.10 -1.22
F -2.40 -2.38 -2.46
F -0.31 -1.94 -2.97
H -1.34 1.90 0.45
H -2.59 -1.44 0.78
H -3.53 -0.90 -0.64
O 1.56 -3.61 -5.16
C 1.61 -5.04 -5.09
C 0.33 -5.62 -5.65
O 0.14 -5.19 -6.99
H 0.90 -3.31 -4.52
H 2.46 -5.36 -5.69
H 1.77 -5.34 -4.05
H 0.35 -6.71 -5.63
H -0.54 -5.27 -5.06
H 0.43 -4.27 -7.02
O 0.75 6.34 2.06
C -0.58 5.82 2.22
C -1.07 5.29 0.89
O -0.19 4.28 0.40
H 0.69 7.14 1.53
H -0.52 5.02 2.95
H -1.23 6.61 2.60
H -2.07 4.86 0.98
H -1.10 6.09 0.14
H 0.70 4.58 0.62
O -0.78 9.11 6.45
C -0.69 7.68 6.51
C -1.94 7.07 5.91
O -2.10 7.50 4.57
H -1.46 9.38 7.07
H 0.19 7.39 5.94
H -0.55 7.37 7.55
H -1.89 5.98 5.92
H -2.83 7.38 6.48
H -1.84 8.43 4.56
O 2.85 -6.35 -2.09
C 3.35 -7.69 -2.17
C 3.74 -8.16 -0.78
O 2.62 -8.09 0.10
H 3.60 -5.77 -1.88
H 2.54 -8.30 -2.57
H 4.20 -7.72 -2.85
H 4.09 -9.20 -0.80
H 4.53 -7.52 -0.36
H 2.15 -7.28 -0.14

Output
SMILES = O=COCS(=O)(=O)C(F)(F)F.OCCO.OCCO.OCCO.OCCO
Highest occupied orbital energy = -10.0 eV
Charge = 0
Electronic energy = -2035.84602 a.u.